A 2-piece molecular cluster, C5H15NO2 overall in a non-equilibrium geometry. Source: the Open Molecules 2025 dataset; level of theory: wB97M-V/def2-TZVPD.

## Properties
2S+1   2
HOMO energy (alpha / beta)   0.9994 / -4.6709 eV
Frontier orbital gap (alpha / beta)   2.06 / 7.91 eV
Energy relative to the best compared isomer or geometry (same formula, charge and spin)   2.542 eV
E_tot   -404.6079 a.u.
Charge   -1
Molecular weight   121.2 g/mol
Expectation value of S²   0.751

Cartesian coordinates (Å):
O (-2.44454, -0.82391, -1.78466)
C (0.37556, -2.61929, 0.82144)
H (1.90975, 3.66777, 0.87622)
C (0.19484, -1.02202, 1.00986)
H (1.80941, 0.56872, -1.68762)
C (1.35031, 1.29170, -1.04595)
H (1.28476, 2.13932, -1.77852)
H (1.19643, -0.63966, 1.13507)
H (0.09518, -0.99867, -1.17249)
H (-2.41049, 0.19247, 0.09380)
H (2.02708, 1.74821, -0.22310)
O (1.02120, 3.35002, 1.35689)
H (0.36439, 3.22673, 0.59353)
H (-2.96637, -0.11328, -2.14782)
H (0.03122, 1.43192, 0.56651)
N (0.10600, 0.91917, -0.40560)
H (-0.62680, -3.08582, 0.73402)
H (-0.42368, -0.58947, 1.87550)
H (0.67827, -3.04950, 1.77411)
H (0.94496, -2.81876, -0.02713)
C (-1.91826, -0.62531, -0.37567)
C (-0.41427, -0.48389, -0.26636)
H (-2.18493, -1.66644, 0.07801)

=====

A 3-piece molecular cluster, C5H15NO2 overall in a non-equilibrium geometry. Source: the Open Molecules 2025 dataset; level of theory: wB97M-V/def2-TZVPD.

## Properties
2S+1   2
HOMO energy (alpha / beta)   1.0871 / -4.3009 eV
Frontier orbital gap (alpha / beta)   2.69 / 7.92 eV
Energy relative to the best compared isomer or geometry (same formula, charge and spin)   1.082 eV
E_tot   -404.6615 a.u.
Charge   -1
Molecular weight   121.2 g/mol
Expectation value of S²   0.753

Cartesian coordinates (Å):
H (-0.97905, -2.96014, -0.90926)
H (1.74468, 2.09387, 0.04369)
C (-0.06992, 0.91339, 0.21082)
H (0.45240, 1.06039, -2.63079)
O (-2.06557, -0.19994, -2.78396)
H (1.51745, -0.72754, 2.81031)
H (1.84982, 2.17728, -2.50734)
H (-0.86554, 0.48864, -0.42282)
H (-1.99249, -0.92050, -2.14339)
C (1.38692, 0.12842, 2.15522)
H (-0.61007, 1.59613, 0.89213)
C (0.49176, -0.25320, 0.99902)
C (0.94208, 1.68107, -0.56400)
H (0.84863, 0.88788, 2.77653)
O (-1.82235, -2.47992, -0.89975)
N (-0.59264, -1.13374, 1.47007)
C (1.08333, 1.64370, -1.96003)
H (1.12201, -0.87616, 0.33597)
H (2.26762, 0.71831, 1.90187)
H (-1.43660, -0.60277, 1.69656)
H (-0.33132, -1.63707, 2.30818)
H (-1.24744, 0.30168, -2.65316)
H (-1.69376, -1.89978, -0.12588)

=====

A 3-piece molecular cluster, C5H15NO2 overall in a non-equilibrium geometry. Source: the Open Molecules 2025 dataset; level of theory: wB97M-V/def2-TZVPD.

## Properties
2S+1   2
HOMO energy (alpha / beta)   0.9658 / -4.9306 eV
Frontier orbital gap (alpha / beta)   2.50 / 8.29 eV
Energy relative to the best compared isomer or geometry (same formula, charge and spin)   0.640 eV
E_tot   -404.6778 a.u.
Charge   -1
Molecular weight   121.2 g/mol
Expectation value of S²   0.750

Cartesian coordinates (Å):
H (-1.69602, 0.94242, 1.69914)
H (-0.10662, -1.59773, -3.95661)
O (-2.32561, 1.66986, 1.56965)
H (2.28059, -0.31873, 1.73911)
C (0.42859, 1.70470, -0.42091)
H (2.84089, -0.02690, 0.08450)
H (-0.07444, 2.33208, 0.31457)
H (-1.85775, 0.37204, -0.31393)
H (2.45535, 1.27051, 1.17566)
C (0.74704, 0.36732, 0.21828)
H (1.22728, -2.18266, 0.86476)
H (-0.09071, -1.96734, 1.97400)
N (-1.45233, -0.56324, -0.29970)
O (-0.68029, -1.40307, -3.18490)
H (-0.23972, 1.53496, -1.27634)
H (-1.47855, -0.96766, -1.23446)
C (-0.13978, -0.63274, 0.24367)
H (1.28800, 2.28270, -0.73434)
C (0.15496, -1.95455, 0.92133)
C (2.11181, 0.28113, 0.84150)
H (-0.31036, -2.74557, 0.32899)
H (-0.42420, -0.49537, -2.92291)
H (-2.65813, 2.09785, 2.36895)

=====

A 2-piece molecular cluster, C5H15NO2 overall in a non-equilibrium geometry. Source: the Open Molecules 2025 dataset; level of theory: wB97M-V/def2-TZVPD.

## Properties
HOMO energy   -8.5253 eV
SMILES   CCN(C)CCO.O
Frontier orbital gap   9.36 eV
Energy relative to the best compared isomer or geometry (same formula, charge and spin)   4.313 eV
E_tot   -404.5966 a.u.
Charge   0
Molecular weight   121.2 g/mol

Cartesian coordinates (Å):
C (-0.52286, -0.12168, 1.25400)
H (2.51149, 1.74536, -1.13521)
H (-0.48147, -0.05427, -1.87282)
C (0.11422, 0.04808, -0.99693)
O (0.89011, 3.65813, -0.29626)
H (-0.01986, 1.20965, -0.67435)
H (0.17216, 3.82105, 0.19805)
H (-0.58846, -1.85064, 2.47801)
H (-2.07716, -1.61308, -0.58400)
H (-2.25136, -1.43380, 1.83182)
C (1.61403, -0.11488, -1.35376)
C (-1.21319, -0.98876, 2.23243)
H (1.69456, -0.58307, -2.42174)
H (0.43485, 0.32292, 1.52877)
H (0.84787, 2.70678, -0.45566)
H (-1.33264, -0.52854, 3.21905)
C (-1.05229, -1.85874, -0.49419)
H (-1.02830, 0.82366, 0.82189)
N (-0.11869, -0.92148, 0.00036)
O (1.70550, 1.30498, -1.46783)
H (2.25467, -0.51190, -0.60634)
H (-0.75000, -2.31476, -1.48703)
H (-0.80316, -2.74503, 0.28172)

=====

A 2-piece molecular cluster, C5H15NO2 overall in a non-equilibrium geometry. Source: the Open Molecules 2025 dataset; level of theory: wB97M-V/def2-TZVPD.

## Properties
HOMO energy   -8.2933 eV
SMILES   C[C@H](N)CCCO.O
Frontier orbital gap   9.03 eV
Energy relative to the best compared isomer or geometry (same formula, charge and spin)   3.059 eV
E_tot   -404.6426 a.u.
Charge   0
Molecular weight   121.2 g/mol

Cartesian coordinates (Å):
C (-0.13306, 0.13801, 0.83541)
O (-0.19954, -1.04566, -2.26929)
H (-1.59851, -0.62552, -0.79445)
H (1.55114, 0.75210, 1.86325)
H (-0.23816, -0.88890, 0.28665)
C (-0.43222, 1.15800, -1.49601)
H (-1.90057, -0.35123, 1.95917)
C (-0.41456, 1.42583, 0.00165)
H (-1.91520, 0.02513, -2.68389)
H (-0.76321, 0.76960, 2.78199)
H (0.69358, 1.21866, -1.83185)
O (1.77218, -2.24435, -0.04098)
H (2.25548, -1.74523, -0.69609)
H (1.87183, 0.12234, 0.22347)
H (0.25755, -1.58208, -1.54351)
N (1.26470, 0.27311, 1.02950)
H (-0.47376, -0.95033, 2.74908)
C (-0.80949, -0.13862, 2.14191)
H (-1.51633, 1.74368, 0.25668)
H (2.27214, -2.17949, 0.77146)
H (-0.64067, 2.04497, -2.09868)
H (0.31693, 2.23908, 0.35180)
C (-1.22023, -0.15909, -1.79727)

=====

Q: Look up the charge of the fifth one.
A: 0